ORCA calculation (ωB97M-V/def2-TZVPD) on a 4-piece molecular cluster, CH7O5 overall.

Geometry (Å):
O -0.274 -1.725 -1.258
C 0.044 -1.510 -0.018
O -0.489 -0.565 0.693
H 0.886 -2.180 0.224
H 0.514 0.600 3.459
H 0.164 -0.566 2.312
O 0.450 -0.385 3.305
H -0.542 1.579 0.272
H -0.274 1.772 -1.066
O -0.379 2.379 -0.264
H -0.521 -0.301 -2.200
H 0.692 0.412 -2.803
O -0.270 0.489 -2.658

For the HOMO energy, the calculation gives -5.6053 eV. The net charge is -1. The calculation puts the total energy at -11390.2240 eV. For the HOMO-LUMO gap, the calculation gives 9.63 eV.

=====

ORCA calculation (ωB97M-V/def2-TZVPD) on a 15-piece molecular cluster, C25H66N29O15 overall.

Geometry (Å):
O 1.494 -1.989 0.739
C 1.606 -0.858 1.545
N 2.904 -0.416 1.787
C 3.122 0.713 2.587
C 2.026 1.457 3.212
C 0.630 1.006 2.984
C 0.430 -0.195 2.113
C -1.024 -0.675 1.821
C -1.382 -2.083 1.551
C -2.803 -2.435 1.255
C -3.783 -1.324 1.269
C -3.447 0.080 1.558
C -2.045 0.419 1.820
H 2.002 -2.674 1.243
H 3.694 -0.903 1.357
H 4.208 1.027 2.724
H 2.237 2.359 3.838
H -0.271 1.494 3.422
H -0.562 -2.845 1.586
H -3.110 -3.496 1.020
H -4.875 -1.546 1.052
H -4.196 0.912 1.597
H -1.745 1.480 2.021
C 0.781 0.702 -2.281
O 0.389 1.490 -1.431
N 1.049 1.077 -3.561
N 0.984 -0.614 -2.024
H 1.371 0.445 -4.272
H 0.909 2.047 -3.793
H 0.796 -0.928 -1.088
H 1.306 -1.278 -2.709
C 4.020 4.473 -2.567
O 4.859 5.332 -2.337
N 3.086 4.099 -1.656
N 3.946 3.818 -3.756
H 2.385 3.395 -1.824
H 3.106 4.562 -0.763
H 4.620 4.066 -4.459
H 3.264 3.112 -3.962
C 3.010 -4.694 -0.734
O 2.253 -4.481 0.211
N 3.551 -3.689 -1.478
N 3.368 -5.939 -1.113
H 4.170 -3.840 -2.252
H 3.305 -2.747 -1.226
H 2.988 -6.707 -0.586
H 3.984 -6.136 -1.880
C -4.543 -5.917 1.400
O -4.218 -5.143 0.502
N -5.423 -6.926 1.211
N -4.042 -5.823 2.664
H -5.701 -7.567 1.929
H -5.815 -7.028 0.292
H -3.385 -5.085 2.844
H -4.293 -6.444 3.410
C 6.171 3.428 3.307
O 5.167 2.750 3.526
N 6.446 3.952 2.089
N 7.084 3.707 4.270
H 7.258 4.507 1.891
H 5.790 3.766 1.350
H 6.910 3.336 5.189
H 7.908 4.258 4.115
C 6.643 -0.885 4.966
O 7.504 -1.336 5.698
N 6.553 0.439 4.664
N 5.691 -1.672 4.383
H 5.852 0.832 4.063
H 7.236 1.048 5.076
H 5.725 -2.657 4.582
H 4.973 -1.322 3.778
C 1.557 7.849 -3.876
O 0.413 7.621 -4.236
N 2.146 9.063 -4.032
N 2.341 6.905 -3.285
H 3.084 9.270 -3.742
H 1.598 9.787 -4.465
H 1.937 5.992 -3.151
H 3.285 7.071 -2.981
C -2.025 5.218 -2.308
O -0.983 4.651 -2.604
N -2.853 4.758 -1.327
N -2.449 6.348 -2.926
H -3.713 5.205 -1.065
H -2.571 3.922 -0.846
H -1.863 6.720 -3.658
H -3.301 6.825 -2.693
C -8.102 -9.630 0.791
O -7.255 -8.773 1.005
N -9.037 -9.981 1.712
N -8.180 -10.302 -0.387
H -9.739 -10.680 1.556
H -9.011 -9.504 2.596
H -7.504 -10.069 -1.094
H -8.866 -11.007 -0.584
C -0.583 -2.978 -4.908
O 0.258 -2.119 -4.685
N -1.515 -3.343 -3.989
N -0.658 -3.640 -6.092
H -2.213 -4.045 -4.150
H -1.490 -2.874 -3.099
H 0.016 -3.395 -6.797
H -1.340 -4.347 -6.295
C 4.331 -9.631 -1.287
O 4.795 -8.500 -1.247
N 4.638 -10.580 -0.365
N 3.468 -10.036 -2.258
H 4.269 -11.512 -0.379
H 5.274 -10.317 0.368
H 3.217 -9.361 -2.959
H 3.077 -10.958 -2.309
C -4.812 6.892 1.669
O -4.649 7.522 0.637
N -6.006 6.338 2.010
N -3.811 6.688 2.571
H -6.160 5.817 2.854
H -6.771 6.467 1.370
H -2.912 7.083 2.354
H -3.925 6.174 3.424
C 2.297 7.940 0.685
O 2.878 8.896 0.205
N 1.668 7.005 -0.077
N 2.226 7.724 2.031
H 1.184 6.211 0.299
H 1.699 7.132 -1.078
H 2.680 8.395 2.627
H 1.753 6.944 2.448
C -7.154 1.074 0.141
O -7.543 1.869 0.979
N -6.888 1.434 -1.144
N -6.950 -0.245 0.419
H -6.567 0.796 -1.848
H -7.027 2.400 -1.387
H -7.136 -0.549 1.359
H -6.630 -0.915 -0.256

For the HOMO energy, the calculation gives -10.5967 eV. The net charge is +1. The calculation puts the total energy at -100928.7281 eV. For the HOMO-LUMO gap, the calculation gives 6.93 eV.

=====

ORCA calculation (ωB97M-V/def2-TZVPD) on C21H16N8O9Re as an isolated structure.

Geometry (Å):
Re 0.350 0.866 -0.133
N -2.392 1.900 1.315
C -2.294 2.407 0.004
C -3.345 3.198 -0.440
C -3.266 3.748 -1.705
C -2.146 3.493 -2.486
C -1.165 2.673 -1.979
N -1.228 2.130 -0.747
C -1.536 1.281 2.155
C -2.062 1.066 3.482
C -1.249 0.533 4.466
C 0.016 0.127 4.155
C 0.493 0.118 2.749
N -0.306 0.903 1.792
H -3.282 2.126 1.735
H -4.200 3.386 0.194
H -4.069 4.370 -2.074
H -2.041 3.904 -3.479
H -0.292 2.402 -2.560
H -3.071 1.386 3.689
H -1.611 0.453 5.481
H 0.693 -0.260 4.900
H 0.545 -0.911 2.370
C 4.548 0.360 3.441
N 4.021 0.466 2.070
C 4.879 0.517 0.979
C 4.463 0.670 -0.293
C 3.052 0.821 -0.514
O 2.413 1.076 -1.536
N 2.252 0.659 0.612
C 2.709 0.536 1.833
O 1.891 0.556 2.864
H 5.604 0.118 3.369
H 4.029 -0.439 3.963
H 4.416 1.307 3.958
H 5.924 0.426 1.240
H 5.165 0.720 -1.111
O -2.432 -5.258 -4.471
N -1.588 -5.250 -3.607
O -0.917 -6.185 -3.233
C -1.267 -3.936 -3.009
C -1.999 -2.825 -3.394
C -1.689 -1.611 -2.814
C -0.628 -1.440 -1.908
O -0.213 -0.217 -1.608
C 0.025 -2.623 -1.523
C -0.258 -3.863 -2.068
N 1.043 -2.578 -0.481
O 0.881 -1.733 0.412
O 1.941 -3.368 -0.498
N -2.545 -0.466 -3.152
O -2.907 -0.356 -4.293
O -2.843 0.271 -2.227
H -2.796 -2.908 -4.121
H 0.284 -4.747 -1.763

For the HOMO energy (alpha / beta), the calculation gives -14.0043 / -14.2808 eV. The net charge is +2. Its spin multiplicity is 4. The calculation puts the total energy at -54490.8638 eV. For the HOMO-LUMO gap (alpha / beta), the calculation gives 7.06 / 6.04 eV. The expectation value of S² is 3.7834.

=====

ORCA calculation (ωB97M-V/def2-TZVPD) on a 4-piece molecular cluster, C3H13NO3 overall.

Geometry (Å):
C 1.702 -0.114 0.000
C 0.692 0.652 -0.421
N 0.299 1.882 0.032
C -0.680 2.611 -0.752
H 2.544 0.179 0.607
H 1.741 -1.108 -0.431
H 0.009 0.235 -1.159
H 0.964 2.467 0.520
H -0.430 2.608 -1.817
H -1.699 2.258 -0.626
H -0.661 3.654 -0.468
O 0.051 -1.142 -4.127
H 0.923 -0.976 -3.758
H 0.159 -1.403 -5.043
O -0.611 0.026 2.681
H -1.419 0.035 2.159
H 0.030 -0.594 2.305
O -0.882 -3.610 3.282
H -1.778 -3.303 3.122
H -0.953 -4.354 3.892

For the HOMO energy, the calculation gives -7.9295 eV. The calculation puts the total energy at -10953.3184 eV. For the HOMO-LUMO gap, the calculation gives 8.74 eV.

=====

ORCA calculation (ωB97M-V/def2-TZVPD) on a single C3H6N2O molecule.

Geometry (Å):
C 1.247 -1.132 -0.704
C -0.060 -0.032 -0.024
N 0.586 0.409 -1.056
N -0.857 0.884 0.427
C -1.622 0.615 1.468
O -2.387 1.431 1.909
H 1.534 -1.412 -1.706
H 0.729 -2.006 -0.316
H 2.141 -0.959 -0.107
H 1.103 0.796 -1.762
H -0.933 1.790 0.006
H -1.481 -0.386 1.865

For the HOMO energy, the calculation gives -7.5610 eV. The calculation puts the total energy at -8230.1076 eV. For the HOMO-LUMO gap, the calculation gives 8.48 eV.

=====

ORCA calculation (ωB97M-V/def2-TZVPD) on a 2-piece molecular cluster, C3H3F3O overall.

Geometry (Å):
C -2.552 1.130 -0.416
C 1.428 0.132 0.282
C 0.484 -0.824 -0.235
O -1.401 0.764 -0.688
F -3.153 0.767 0.661
F 0.576 -1.434 -1.379
F -0.158 -1.585 0.647
H 2.120 0.348 -0.533
H 1.867 -0.408 1.246
H 0.788 1.108 0.415

For the HOMO energy (alpha / beta), the calculation gives -10.0688 / -7.2001 eV. The calculation puts the total energy at -13354.9917 eV. For the HOMO-LUMO gap (alpha / beta), the calculation gives 10.93 / 5.42 eV.